# 1
{
  "formula": "C12H28FN3O5",
  "method": "ωB97M-V/def2-TZVPD",
  "species": ["H", "C", "H", "C", "H", "O", "H", "N", "H", "H", "H", "H", "H", "H", "C", "H", "H", "C", "H", "C", "H", "H", "H", "N", "C", "H", "N", "H", "O", "C", "H", "H", "H", "H", "C", "C", "C", "F", "O", "O", "H", "H", "O", "H", "H", "C", "H", "C", "H"],
  "coordinates": [[6.238, -0.787, -2.468], [-5.424, 0.704, -0.950], [0.368, -0.754, -2.816], [-0.226, -0.739, -0.934], [-6.207, -0.470, 0.701], [-4.280, 0.907, -0.110], [-5.200, 0.669, -2.041], [-5.760, -1.830, -0.884], [-0.672, 1.467, -0.922], [-5.452, -1.726, -1.849], [4.662, -0.455, -0.760], [1.258, 3.370, 3.455], [-0.530, 0.669, 4.573], [0.891, -0.724, -0.805], [-6.252, -0.519, -0.421], [-1.734, -2.333, -0.574], [2.402, 3.173, 4.817], [2.239, 2.997, 3.752], [-0.770, -1.872, 0.898], [0.420, 1.006, 4.991], [-6.081, 1.604, -0.797], [-2.810, 1.452, -1.430], [2.999, 3.538, 3.193], [1.479, 0.681, 4.055], [5.862, -1.413, -3.272], [1.614, -0.285, 3.801], [4.415, -1.383, -3.352], [0.366, 2.072, 5.191], [2.341, -0.778, -2.771], [-3.083, 0.597, -0.758], [-0.147, 0.763, 0.631], [3.289, 0.644, -0.937], [6.271, -1.065, -4.222], [-0.027, -2.895, -0.421], [2.352, 1.526, 3.445], [-0.802, 0.566, -0.262], [4.106, 0.162, -1.468], [-3.211, -0.595, -1.448], [-2.130, 0.428, 0.257], [-0.468, -0.806, -2.333], [-6.480, -2.545, -0.858], [6.181, -2.444, -3.105], [3.193, 1.086, 2.674], [3.964, -1.933, -4.067], [4.754, 0.936, -1.883], [3.545, -0.694, -2.571], [0.605, 0.472, 5.926], [-0.723, -2.046, -0.204], [-7.347, -0.399, -0.670]],
  "atomic_forces_ev_per_a": [[-0.109, -0.013, -0.020], [-1.677, 0.203, 0.727], [0.069, 0.000, 0.412], [0.741, -0.405, 0.530], [0.109, -0.024, -0.960], [0.525, -0.596, -1.059], [0.100, -0.229, 0.792], [0.206, 0.561, -0.209], [-0.398, -0.865, 0.311], [-0.034, -0.268, 0.239], [0.104, 0.135, -0.012], [0.002, 0.047, 0.163], [-0.101, 0.142, 0.172], [-0.950, 0.315, 0.073], [-0.588, 0.112, 0.233], [0.698, 0.312, 0.367], [-0.150, 0.078, -0.020], [0.025, 0.112, -0.012], [0.026, -0.201, -0.799], [0.056, -0.522, -0.150], [0.625, -0.724, -0.125], [0.012, -1.061, -0.006], [-0.007, -0.153, -0.013], [0.129, 0.394, -0.040], [-0.227, -0.279, -0.361], [-0.032, 0.020, 0.012], [-0.173, 0.264, 0.303], [0.070, -0.045, -0.068], [0.021, 0.001, -0.108], [0.121, 0.344, 1.446], [-0.719, -0.212, -0.633], [0.002, -0.089, -0.069], [0.206, 0.014, 0.120], [-0.492, 0.768, 0.171], [0.167, -0.360, -0.204], [1.483, -0.467, 0.464], [-0.045, 0.047, 0.070], [0.049, 0.814, -0.077], [-0.440, 0.696, -1.551], [-0.478, 0.063, 0.143], [0.051, 0.261, 0.034], [0.213, 0.098, 0.054], [-0.009, 0.116, -0.016], [0.040, -0.002, 0.010], [0.104, -0.073, 0.105], [-0.108, -0.085, -0.144], [-0.168, 0.151, 0.097], [-0.017, 0.332, -0.375], [0.969, 0.272, -0.017]],
  "lowdin_charge": [0.075, -0.187, 0.050, -0.390, 0.117, -0.045, 0.130, -0.020, 0.135, 0.058, 0.092, 0.085, 0.084, 0.122, -0.254, 0.076, 0.084, -0.013, 0.080, -0.076, 0.126, 0.179, 0.082, 0.004, -0.074, 0.139, 0.011, 0.073, 0.022, -0.415, 0.127, 0.081, 0.084, 0.079, -0.561, -0.140, 0.003, 0.054, -0.040, -0.059, 0.060, 0.084, 0.017, 0.142, 0.088, -0.521, 0.082, -0.039, 0.108],
  "energy_ha": -1114.3543,
  "lumo_ha": 0.028,
  "smiles": "C[C@@H](O)CO[C@@H](F)OCCN.CNC(C)=O.CNC(C)=O",
  "homo_energy_ev": -8.85,
  "gap_ev": 9.601
}

---

# 2
{
  "formula": "C4H5NO",
  "method": "ωB97M-V/def2-TZVPD",
  "species": ["H", "N", "O", "H", "C", "C", "H", "C", "H", "H", "C"],
  "coordinates": [[0.570, 1.869, -0.957], [2.315, -0.032, -0.065], [0.249, -1.143, 0.434], [-1.546, -0.696, 1.366], [-1.075, 0.644, -0.267], [1.069, -0.131, -0.028], [3.014, -0.572, 0.393], [-1.119, -0.717, 0.357], [-1.705, -1.422, -0.245], [-1.957, 1.245, -0.452], [0.187, 0.954, -0.525]],
  "atomic_forces_ev_per_a": [[0.047, -0.213, 0.062], [-0.051, 1.109, -0.212], [0.264, 0.204, 0.103], [0.089, -0.036, -0.077], [0.108, -0.074, -0.031], [-0.181, 0.262, -0.290], [-0.268, -1.157, 0.281], [-0.118, 0.033, 0.057], [0.226, -0.039, 0.081], [0.097, -0.102, 0.012], [-0.213, 0.012, 0.015]],
  "lowdin_charge": [0.114, 0.164, -0.012, 0.127, -0.047, -0.448, 0.046, -0.170, 0.128, 0.111, -0.015],
  "energy_ha": -285.3784,
  "lumo_ha": 0.036,
  "smiles": "[H]/N=C1/C=CCO1",
  "homo_energy_ev": -9.45,
  "gap_ev": 10.441,
  "relative_energy_ev": 0.984
}

---

# 3
{
  "formula": "C19H21N4O4V",
  "method": "ωB97M-V/def2-TZVPD",
  "species": ["H", "H", "O", "H", "H", "H", "C", "C", "C", "H", "C", "C", "H", "C", "H", "O", "V", "C", "C", "O", "H", "C", "H", "H", "O", "H", "C", "H", "N", "C", "H", "H", "H", "N", "N", "C", "C", "H", "H", "C", "N", "C", "C", "H", "H", "C", "H", "C", "C"],
  "coordinates": [[0.824, -1.938, 1.870], [3.240, 1.495, -0.347], [1.390, 0.663, -0.383], [-4.413, -4.441, -1.980], [0.251, -0.145, 5.709], [-4.285, 1.170, -2.518], [-3.424, 1.632, -2.062], [2.652, 0.739, -0.885], [-4.006, -3.722, -2.710], [-5.904, 3.443, -3.967], [-1.181, -2.384, -0.602], [-2.430, 0.888, -1.448], [-0.380, 3.249, -0.442], [-3.275, -1.416, -2.049], [-4.103, -1.044, -2.631], [-5.272, 2.946, -3.433], [-0.101, 0.279, -0.011], [-2.216, 3.623, -1.496], [-2.011, -3.280, -1.239], [0.879, -2.509, 5.802], [2.610, 1.009, -1.949], [0.444, -1.142, 2.505], [-3.408, -4.296, -3.438], [2.521, -2.883, 3.128], [-5.022, -2.998, -3.340], [-3.839, 4.442, -3.583], [-2.390, -0.578, -1.390], [-1.342, 1.579, 2.107], [-1.358, 1.486, -0.886], [-0.609, 0.878, 4.008], [-2.089, 4.694, -1.494], [-1.051, 1.682, 4.574], [-4.850, 4.506, -2.129], [-1.356, -1.060, -0.663], [-0.234, -0.163, 1.892], [0.106, -0.129, 4.639], [-3.322, 3.022, -2.109], [3.156, -0.236, -0.778], [-1.832, -4.340, -1.152], [0.627, -1.177, 3.881], [2.105, -3.121, 4.010], [-4.356, 3.817, -2.835], [-0.765, 0.817, 2.635], [-0.347, -2.741, -0.005], [2.540, -3.856, 4.550], [-3.086, -2.797, -1.987], [-5.622, -3.600, -3.796], [1.235, -2.331, 4.665], [-1.265, 2.816, -0.905]],
  "atomic_forces_ev_per_a": [[-0.002, 0.078, 0.054], [-0.243, -0.177, -0.107], [4.001, 1.426, -0.473], [0.112, 0.073, -0.097], [-0.049, -0.015, 0.090], [0.017, -0.104, -0.023], [0.149, -0.181, 0.135], [2.540, -0.103, -1.164], [0.003, -0.634, -0.032], [0.057, -0.029, 0.072], [-0.061, -0.512, 0.133], [-0.466, 0.648, -0.451], [-0.152, -0.076, -0.067], [0.197, 0.045, 0.166], [-0.010, 0.136, -0.008], [-0.135, -0.161, -0.084], [-3.872, -0.836, 1.515], [-0.115, -0.316, -0.086], [-0.146, 0.170, -0.082], [-0.062, 0.099, 0.210], [0.122, -0.080, 0.274], [0.251, -0.511, 0.569], [-0.059, 0.054, 0.160], [0.040, 0.080, 0.073], [-0.101, 0.225, -0.051], [-0.056, -0.099, 0.153], [-0.335, -0.582, -0.229], [0.159, -0.136, 0.105], [-1.038, 0.555, -0.431], [0.019, -0.151, -0.079], [0.037, 0.096, -0.005], [-0.029, 0.096, -0.018], [0.161, -0.130, -0.055], [-1.043, -1.236, -1.032], [0.058, -0.039, 1.252], [-0.081, -0.036, -0.302], [0.300, -0.216, 0.162], [-0.095, 0.366, -0.116], [0.082, -0.104, 0.019], [-0.186, 0.099, -0.108], [0.236, -0.305, -0.112], [-0.051, 0.635, -0.081], [-0.234, 0.445, 0.471], [-0.072, 0.051, -0.083], [-0.012, 0.002, -0.069], [0.151, 0.353, 0.160], [0.066, 0.059, 0.045], [-0.076, 0.160, -0.349], [0.026, 0.820, -0.028]],
  "lowdin_spin": [0.002, -0.001, 0.009, 0.001, 0.000, 0.000, 0.000, 0.003, 0.002, 0.000, 0.015, 0.009, 0.002, -0.001, 0.000, 0.000, 1.835, 0.000, -0.001, 0.000, 0.000, 0.011, 0.001, 0.000, 0.000, 0.000, 0.013, 0.005, 0.012, 0.001, 0.000, 0.000, 0.000, 0.016, 0.008, 0.008, 0.004, 0.001, 0.000, 0.001, 0.000, 0.001, 0.022, 0.002, 0.000, 0.009, 0.000, 0.000, 0.011],
  "energy_ha": -2200.1408,
  "lumo_ha": [-0.264, -0.260],
  "spin_multiplicity": 3,
  "homo_energy_ev": [-15.07, -15.26],
  "gap_ev": [7.891, 8.180],
  "relative_energy_ev": 0.602,
  "total_charge": 2
}